{
  "formula": "C21H16Br2ClN4O5PbS2",
  "method": "ωB97M-V/def2-TZVPD",
  "energy_ha": -8002.73760,
  "fmax_ev_per_a": 0.3,
  "relative_energy_kj_mol": 7.5,
  "total_charge": -1,
  "elements": ["Pb", "Br", "Br", "Cl", "S", "S", "O", "O", "O", "O", "O", "N", "N", "N", "N", "C", "C", "C", "C", "C", "C", "C", "C", "C", "C", "C", "C", "C", "C", "C", "C", "C", "C", "C", "C", "C", "H", "H", "H", "H", "H", "H", "H", "H", "H", "H", "H", "H", "H", "H", "H", "H"],
  "coordinates": [[-1.70467, 0.50902, -0.64576], [3.51284, 0.73495, 0.31336], [2.83025, 6.10100, 1.88890], [-4.54157, -1.19372, -0.41693], [-0.46836, -3.36060, -2.45956], [-0.66352, -3.88702, 0.76217], [0.48982, 0.90709, -0.12002], [-0.77807, -2.94238, -3.80006], [-3.01377, 0.82087, 1.24610], [-4.06797, 0.33430, 3.15450], [-0.87150, -4.68871, -2.04039], [-1.00635, -2.23250, -1.46464], [5.46060, -3.17891, -1.87767], [-1.24554, -1.40225, 0.65269], [-1.16983, 3.00848, 0.25904], [-4.52330, -1.08344, 1.36805], [2.01001, -4.47970, -2.06814], [3.33870, -2.05013, -2.18617], [2.06127, 4.48102, 1.25482], [3.38831, -4.44072, -1.92973], [2.87347, 3.40641, 1.03332], [0.98727, 2.01366, 0.29558], [2.34091, 2.19960, 0.56523], [-1.19455, -1.71821, 1.98762], [-2.01792, 3.98930, 0.46705], [0.14895, 3.17150, 0.52877], [-3.81092, 0.14428, 1.97203], [-1.57909, 5.23901, 0.96150], [1.29748, -3.31080, -2.27006], [-0.88233, -3.00351, 2.24282], [0.66932, 4.39085, 1.01420], [-0.25600, 5.43487, 1.22603], [4.06690, -3.22539, -1.98511], [-0.98343, -2.42909, -0.14620], [-3.47189, 3.73983, 0.19561], [1.96585, -2.09308, -2.32117], [-0.78141, -3.48327, 3.20139], [-3.87453, 3.12368, 1.00130], [5.86391, -3.94263, -1.35889], [-5.55687, -1.09161, 1.69823], [-3.60497, 3.18547, -0.73275], [-2.30059, 6.02893, 1.12193], [-4.03039, 4.67334, 0.13761], [0.09964, 6.38548, 1.60048], [3.85282, -1.09700, -2.21378], [3.94460, -5.35757, -1.76977], [3.93536, 3.47694, 1.22271], [1.47278, -5.41684, -2.00895], [1.40487, -1.17471, -2.44147], [-4.02698, -1.97759, 1.73963], [-1.41072, -0.94891, 2.71422], [5.82116, -2.28960, -1.56965]]
}